Run A
Formula: C5H14
Source: the OMol25 dataset
Level of theory: ωB97M-V with the def2-TZVPD basis set

Computed properties:
E_LUMO = 1.15 eV
Kohn-Sham gap = 12.4 eV

Last column: Löwdin charge in e.
CARTESIAN COORDINATES (ANGSTROEM)
1 C 0.751 -2.396 0.635  -0.14
2 C 1.068 -1.511 -0.580  -0.30
3 C 1.822 -0.247 -0.045  -0.11
4 H -0.034 -2.094 1.157  0.01
5 H 1.695 -2.562 1.146  0.07
6 H 0.475 -3.429 0.357  0.08
7 H 1.629 -2.252 -1.260  0.11
8 H 0.169 -1.305 -1.201  0.09
9 H 1.092 0.483 0.262  0.03
10 H 2.434 -0.557 0.814  0.07
11 H 2.472 0.281 -0.791  0.08
12 C -1.310 2.623 -0.178  -0.16
13 C -2.032 1.295 0.206  -0.16
14 H -0.222 2.463 -0.011  0.05
15 H -1.553 2.856 -1.273  0.07
16 H -1.771 3.561 0.294  0.08
17 H -2.612 1.162 -0.739  0.07
18 H -2.686 1.158 1.014  0.04
19 H -1.388 0.471 0.192  0.01

Run B
Formula: C5H14
Source: the OMol25 dataset
Level of theory: ωB97M-V with the def2-TZVPD basis set

Computed properties:
E_LUMO = 1.13 eV
Kohn-Sham gap = 11.9 eV

Last column: Löwdin charge in e.
CARTESIAN COORDINATES (ANGSTROEM)
1 C -2.258 0.367 -0.565  -0.12
2 C -1.332 1.565 -0.734  -0.30
3 C 0.029 1.254 -1.454  -0.12
4 H -3.185 0.604 -0.041  0.07
5 H -1.641 -0.481 -0.255  0.05
6 H -2.644 0.027 -1.535  0.07
7 H -1.734 2.168 -1.575  0.09
8 H -1.089 2.191 0.100  0.08
9 H -0.150 1.373 -2.524  0.06
10 H 0.818 1.960 -1.206  0.07
11 H 0.226 0.186 -1.422  0.05
12 C 0.985 -1.831 1.510  -0.18
13 C 2.248 -1.050 1.328  -0.21
14 H 0.775 -1.950 2.583  0.07
15 H 0.138 -1.294 1.001  0.05
16 H 0.965 -2.749 0.917  0.07
17 H 3.031 -1.376 2.050  0.07
18 H 2.229 0.073 1.529  0.08
19 H 2.590 -1.036 0.293  0.06

Run C
Formula: C5H14
Source: the OMol25 dataset
Level of theory: ωB97M-V with the def2-TZVPD basis set

Computed properties:
E_LUMO = 1.11 eV
Kohn-Sham gap = 12.2 eV

Last column: Löwdin charge in e.
CARTESIAN COORDINATES (ANGSTROEM)
1 C 1.077 -0.010 -1.407  -0.12
2 C 1.345 -1.408 -0.825  -0.33
3 C 0.193 -2.372 -0.913  -0.13
4 H 1.784 0.733 -1.065  0.07
5 H 0.050 0.228 -1.122  0.05
6 H 1.059 -0.105 -2.490  0.07
7 H 2.266 -1.760 -1.288  0.09
8 H 1.715 -1.260 0.193  0.10
9 H -0.530 -2.247 -1.722  0.07
10 H 0.531 -3.407 -1.039  0.07
11 H -0.388 -2.386 0.013  0.07
12 C -0.978 2.110 0.805  -0.17
13 C -1.318 1.383 2.112  -0.16
14 H -0.060 1.785 0.326  0.03
15 H -1.795 2.103 0.079  0.07
16 H -0.775 3.163 1.033  0.06
17 H -0.459 0.838 2.486  0.05
18 H -2.033 0.569 1.934  0.06
19 H -1.681 2.042 2.889  0.06

Run D
Formula: C5H14
Source: the OMol25 dataset
Level of theory: ωB97M-V with the def2-TZVPD basis set

Computed properties:
E_LUMO = 1.09 eV
Kohn-Sham gap = 12.1 eV

Last column: Löwdin charge in e.
CARTESIAN COORDINATES (ANGSTROEM)
1 C -1.723 -0.666 -2.516  -0.13
2 C -1.547 0.397 -1.396  -0.31
3 C -1.677 -0.272 -0.013  -0.14
4 H -1.448 -0.362 -3.492  0.04
5 H -2.787 -0.995 -2.666  0.08
6 H -1.273 -1.610 -2.192  0.07
7 H -0.531 0.733 -1.420  0.06
8 H -2.181 1.403 -1.511  0.14
9 H -0.625 -0.459 0.355  0.07
10 H -2.110 0.489 0.605  0.05
11 H -2.142 -1.316 0.058  0.09
12 C 1.876 0.278 2.453  -0.16
13 C 2.697 0.420 1.091  -0.15
14 H 2.515 0.429 3.327  0.05
15 H 1.102 1.032 2.394  0.04
16 H 1.346 -0.703 2.605  0.07
17 H 2.142 1.105 0.387  0.07
18 H 2.627 -0.574 0.713  0.03
19 H 3.739 0.671 1.217  0.05

Result of the stability comparison: run A is the least stable of them.